# 1
ORCA calculation (ωB97M-V/def2-TZVPD) on C52H53AsN3O2Ti as an isolated structure.

The frontier orbital gap comes out at 0.2394 hartree. The charge is -1. For the lowest unoccupied orbital energy, the calculation gives 2.47 eV. The molar mass comes out at 874.80 g/mol. For the total energy, the calculation gives -147308.9880 eV.

Cartesian coordinates (Å):
C: -4.1157 -3.2674 3.4010
H: -2.2298 -0.3933 3.8089
C: -0.7888 1.8760 -2.8640
H: -5.8026 0.0510 2.1560
H: 3.4659 2.6765 -3.4598
H: 2.7348 4.7357 0.2278
H: -3.5793 -2.0854 5.1269
C: -1.2886 0.1153 -4.4327
C: -3.5822 1.5189 -1.5763
H: 4.8212 -0.6364 -3.0051
C: -0.0255 2.4933 2.1035
C: -2.4026 3.0928 1.5038
C: -3.1156 -2.5599 1.2116
C: -5.4951 -2.0407 1.7173
H: -3.3064 -3.9916 3.5456
H: -2.3686 -3.3485 1.1607
C: -1.2605 3.1361 2.4009
H: -3.4269 0.6831 2.1964
C: -2.4534 -1.3949 3.4255
C: -0.3605 2.6907 -3.9145
H: 1.5111 -2.3132 -0.8622
C: 5.2807 2.5498 -0.2171
C: 2.5025 -2.4053 -1.2921
H: 4.0120 3.1008 -5.8171
C: 3.1584 1.2606 -6.5170
H: 3.1805 -3.3646 2.6230
H: -3.8511 3.5023 -0.6876
H: 1.6575 -1.0513 -4.5575
H: 4.9763 -4.6901 -1.6535
H: -2.3440 4.3892 3.7643
H: -4.5963 1.2199 -1.8790
C: -2.5806 -1.2721 1.8848
C: 4.5876 1.5282 -0.8500
C: 4.4475 -3.7482 -1.7308
H: -0.0446 2.8311 -6.0278
C: -0.3981 2.2056 -5.2162
N: -2.5441 2.3502 0.4745
C: -0.3506 4.0393 4.4583
C: -3.7336 2.4621 -0.3708
H: -3.3422 -2.2879 0.1744
C: 3.1751 -3.6184 -1.2006
C: -1.2692 0.5801 -3.1257
C: 4.6178 3.7076 0.1675
H: -1.6526 -0.8883 -4.6313
H: -3.8671 -0.0562 0.6552
C: 2.4977 0.0954 -6.1543
H: 5.1571 4.5018 0.6691
C: 3.1970 1.9426 -4.2101
C: 5.0424 -2.6690 -2.3754
C: 1.0364 -3.4657 2.5484
C: -0.1752 -1.5168 1.6335
H: -4.6025 2.1844 0.2370
C: -3.7420 -1.9321 4.0548
C: 4.3696 -1.4614 -2.4662
C: 3.2246 1.6543 -1.0975
C: 2.2604 -2.8596 2.3463
O: 0.1584 1.8224 1.0151
H: 3.4032 1.4471 -7.5553
C: 1.1152 -0.9564 1.4183
H: -0.8566 0.5427 -6.4968
C: 0.8650 3.4160 4.1595
H: -3.2121 3.7784 1.7815
H: 3.4773 0.1290 1.2409
H: 1.9318 -5.2917 3.2704
N: -2.7788 0.3883 -1.1639
H: 2.6999 -4.4525 -0.7000
H: 5.1134 0.6231 -1.1250
H: 6.0279 -2.7721 -2.8133
H: 1.9826 2.1967 2.7769
H: 0.3337 -5.5059 2.5517
C: 3.1035 -1.3114 -1.8998
H: -4.6801 -4.0253 1.4576
O: -0.7047 2.2347 -1.5925
N: -1.3136 -0.8163 1.2577
H: -0.4635 4.6203 5.3635
Ti: -1.1421 0.8680 -0.1534
H: -1.6514 -1.2301 -1.9486
H: 0.0110 3.6835 -3.6904
H: 4.2237 -1.4157 0.8407
H: 1.2022 0.0362 1.0040
C: 3.6119 -0.8951 1.5837
H: -3.1438 2.0656 -2.4178
H: -5.8019 -1.2809 4.2944
C: 2.2920 -1.5848 1.7844
C: -1.7317 -0.1415 -1.9266
As: 2.0836 0.3514 -1.9906
C: 3.2600 3.8408 -0.0823
C: 3.5013 2.1853 -5.5431
C: -5.0450 -0.7187 2.3427
H: 2.2095 -0.6267 -6.9082
H: -1.0479 -3.3517 2.4166
C: -4.8685 -0.9233 3.8434
C: 2.5425 0.7737 -3.8425
C: -0.1422 -2.8084 2.2104
C: -3.7248 -0.2512 1.7128
H: -4.6087 0.0232 4.3286
H: 0.4886 -4.7983 4.1544
H: -1.6256 -2.0248 3.7338
C: -4.3816 -3.0707 1.9046
C: 0.9454 -4.8384 3.1623
C: -1.3949 3.9011 3.5690
C: 2.5625 2.8181 -0.7116
C: 1.0404 2.6738 3.0142
C: 2.1868 -0.1433 -4.8252
H: 4.1824 -0.8647 2.5157
H: 1.6946 3.5251 4.8497
H: 1.4950 2.9114 -0.8893
H: 6.3401 2.4378 -0.0185
H: -5.7015 -1.9075 0.6513
C: -0.8532 0.9192 -5.4814
H: -5.0084 -3.6796 3.8863
H: -6.4210 -2.3825 2.1952

Löwdin population analysis, charges in e, atoms 1 to 4: atom 1 (C): -0.120, atom 2 (H): 0.129, atom 3 (C): -0.428, atom 4 (H): 0.134

# 2
ORCA calculation (ωB97M-V/def2-TZVPD) on C52H54AsAuN3O5SeTe as an isolated structure.

The frontier orbital gap (alpha / beta) comes out at 0.1837 / 0.2125 hartree. The expectation value of S² is 3.7659. The charge is -2. For the lowest unoccupied orbital energy (alpha / beta), the calculation gives 3.63 / 3.31 eV. The molar mass comes out at 1279.47 g/mol. The spin multiplicity is 4. For the total energy, the calculation gives -206679.0723 eV. The calculation puts the energy relative to the best compared isomer or geometry (same formula, charge and spin) at 0.0 kcal per mole.

Cartesian coordinates (Å):
H: 9.2677 1.3083 -2.1026
C: -4.3688 4.2077 -0.0510
H: 6.9813 -2.5911 -1.2316
C: -2.0749 3.1048 0.3990
H: 3.4157 2.6933 -0.2206
C: 3.3529 -4.1796 0.5752
C: -4.1089 -0.3969 -3.7783
Au: -0.8948 -1.0844 -0.5449
N: 0.7168 -2.3482 -0.1434
H: 0.8412 6.6675 -1.0984
H: 1.2839 2.6553 1.0041
H: 5.8960 -2.4677 0.1583
H: 4.9501 1.0781 2.1492
H: -3.2456 3.7568 2.6062
C: -0.2428 6.7657 -1.0478
C: 4.7695 1.3760 -1.2484
H: -4.0524 3.5199 4.1597
C: 5.9681 2.0082 -1.5695
H: 3.1670 -3.7698 -0.4160
C: 7.1323 -0.0503 -1.4148
C: -4.1012 1.5769 -1.8558
C: -5.9860 2.1900 3.2065
O: -2.7691 -3.2002 -0.6327
N: -2.4167 0.3396 -0.5971
C: -0.5454 -1.0438 -4.1827
H: -2.8847 6.1468 -0.8715
H: 0.4967 -6.1887 -4.9459
C: 3.5398 2.2440 -1.2093
H: -4.1831 -1.0719 0.1317
C: 6.0198 -2.2027 -0.8925
As: -2.5450 1.2346 1.0002
H: -9.0410 0.6903 2.8965
C: 4.5498 -1.3449 3.5393
H: -0.4694 7.6217 -0.4074
H: 8.0510 -0.6236 -1.4954
H: -6.1747 2.8649 4.0359
C: -5.2163 -0.7383 0.1827
H: 5.5091 -2.4013 5.7413
O: -1.9194 -1.8767 1.7546
H: -4.8276 3.2688 0.2385
Te: 2.8771 -1.0043 -0.4978
C: -8.3879 1.4471 3.3299
H: -5.5110 -0.4466 -0.8278
C: 3.6431 -1.7467 1.3449
C: -3.2855 -0.5141 -2.6761
H: -4.0847 -1.1838 -4.5223
H: 3.4529 1.0641 3.0900
C: 4.7511 -0.0010 -0.9782
H: 2.4458 -4.6900 0.8994
C: 5.1864 -3.2187 5.0962
C: -4.4416 1.2957 1.5657
C: 0.3587 -3.6725 -0.2327
H: 5.2244 -2.7128 -1.4391
H: 8.3625 2.5847 -2.9148
H: -8.3670 1.2916 4.4102
C: 0.2792 2.2389 0.9564
O: 0.0198 -4.2789 0.7767
H: 6.0390 -3.8850 4.9469
C: -0.6756 3.2795 0.4243
H: -5.5988 0.7828 -4.7994
C: -3.2468 0.4812 -1.6875
C: -3.0375 -3.9398 0.2719
C: -2.2789 -2.9897 2.0549
C: -4.9412 1.6788 -2.9527
C: -6.6964 0.4696 1.7415
C: -3.6497 3.0064 3.2861
N: -0.9647 -1.6352 -5.0818
C: 0.4898 -5.6790 -3.9898
H: -5.5887 2.5455 -3.0350
C: -4.9535 0.6989 -3.9346
H: -0.6040 7.0045 -2.0495
C: 5.9511 -0.7164 -1.0943
H: 5.9561 3.0743 -1.7766
H: -0.8829 -5.8913 -0.8922
Se: 0.1845 -0.0592 -2.8009
H: 4.4223 -3.7849 5.6317
H: 3.3911 0.9636 1.3356
C: 3.9490 0.6441 2.2128
C: 1.1675 -3.8306 -2.6154
C: -0.1066 4.4607 -0.0404
C: 3.7463 -3.1264 1.5742
O: -3.5531 -4.9608 0.6099
H: -2.8022 2.3973 3.6145
C: -5.4246 0.3821 1.1646
C: -0.2965 -5.5249 -1.7240
C: 4.6596 -2.7012 3.7864
C: 7.1648 1.3145 -1.6463
H: -4.1157 2.3513 -1.1033
H: -0.8457 -7.0917 -3.0703
C: 8.4500 2.0195 -1.9850
H: 2.6215 1.7027 -1.4305
C: -0.2655 -6.1870 -2.9381
H: -4.7228 4.9774 0.6399
H: 4.8527 -0.6375 4.3048
H: 1.6995 -2.8945 -2.4900
O: -2.4204 -3.7640 2.9490
H: 3.6293 3.0586 -1.9293
H: 4.1512 -4.9215 0.4911
C: -0.8751 5.5042 -0.5291
H: -8.8446 2.4231 3.1518
H: 0.3309 1.3485 0.3219
C: 4.0364 -0.8512 2.3411
C: -7.0080 1.3734 2.7369
H: 8.7357 2.7273 -1.2033
H: -4.7392 4.4665 -1.0458
H: 4.3178 -4.6450 2.9564
C: 4.2495 -3.5748 2.7900
C: -2.8582 4.1780 -0.0488
H: 0.0013 1.8930 1.9526
H: -7.4554 -0.2284 1.4025
H: 1.7645 -4.0862 -4.6542
H: -2.6824 -1.4055 -2.5604
C: 0.4241 -4.3453 -1.5636
C: 1.2060 -4.5050 -3.8277
H: -5.8314 -1.5877 0.4832
H: 0.9739 4.5563 -0.0238
C: -2.2486 5.3440 -0.5094
C: -4.7150 2.1501 2.6544

Löwdin population analysis, charges in e, atoms 1 to 4: atom 1 (H): 0.065, atom 2 (C): -0.078, atom 3 (H): 0.070, atom 4 (C): -0.247

# 3
ORCA calculation (ωB97M-V/def2-TZVPD) on C52H54BrGeLaN4O2P as an isolated structure.

The frontier orbital gap comes out at 0.2127 hartree. The charge is +1. For the lowest unoccupied orbital energy, the calculation gives -2.39 eV. The molar mass comes out at 1089.42 g/mol. For the total energy, the calculation gives -201557.8272 eV. The calculation puts the energy relative to the best compared isomer or geometry (same formula, charge and spin) at 3.9 kcal per mole.

Cartesian coordinates (Å):
H: 2.4092 2.1153 -1.1324
C: -2.2772 5.1979 1.6504
H: 0.5712 3.5171 -3.6040
C: -3.7761 1.6720 2.1873
N: -2.1564 0.6645 -1.9836
H: 3.1793 5.7056 1.0421
H: -1.0300 4.9498 -4.8283
H: 2.6954 4.5462 -1.0924
H: 3.7219 -3.5632 -2.0092
H: 0.8238 1.0691 -2.5059
P: 2.3878 0.0720 0.9599
C: 4.3739 0.1382 -1.1244
H: 0.2822 -0.0252 -3.7940
H: -6.7394 -0.7662 -1.9679
C: -1.3591 7.3402 2.2874
H: 3.1008 1.9687 3.0982
C: -1.4031 -8.0302 1.8851
C: -4.0872 -1.6477 -0.3898
H: -0.5236 8.0278 2.3203
H: 4.5958 1.1629 -0.8604
H: -2.5240 -6.8271 4.8568
H: 2.4113 -2.4674 -0.2425
C: -0.5282 2.3916 1.2931
C: 0.2975 -4.8963 -2.3294
H: -4.5935 1.8951 -3.6032
H: -3.6876 -2.6584 -2.2562
H: -6.6832 1.5125 -0.3110
C: 3.0588 4.6305 1.0226
C: -0.6071 3.4906 -1.8015
C: -0.1477 -4.3025 -1.1437
C: -1.2336 4.6565 -3.8068
C: -1.3880 -5.5884 1.9519
H: -0.5809 2.2864 2.3947
H: -4.3370 4.8933 2.1870
C: 3.0185 2.5173 2.1691
C: 3.1670 3.8971 2.1915
H: 2.9006 -0.3732 3.3118
H: -1.2184 -8.9630 1.3705
O: -0.5420 -2.2756 0.1009
C: -3.4929 5.5752 2.2091
H: 5.4430 -2.2791 -3.2477
C: -5.9367 0.8305 1.5695
La: -0.9939 0.4121 0.3093
C: -1.8956 -8.0043 3.1735
H: -3.0594 5.7754 -3.6819
H: -4.9507 0.3544 3.4134
C: -4.7219 2.2908 0.0833
C: 0.8742 0.0496 -2.8801
H: -6.2443 0.7987 -2.6085
H: -6.8169 0.2399 1.7902
H: -2.1002 -8.9379 3.6790
N: -3.9207 -0.6400 -2.6697
H: -3.5129 5.1457 -1.3542
H: -2.3825 -1.6184 -1.7118
Br: 1.3559 -4.9024 -4.9566
H: -3.7607 -2.5038 0.2045
C: 3.1628 -1.8986 -0.7803
H: 1.9169 -0.2212 -3.0612
C: 2.6289 2.6072 -0.1903
C: -3.2033 0.4977 -2.7433
H: -4.6820 2.8465 -0.8492
H: -3.5660 1.0806 -4.7800
C: -5.1437 -0.8595 -3.4450
H: -5.1750 -1.6641 -0.4289
C: 5.1023 -0.4769 -2.1334
C: -2.6299 4.7516 -1.8470
Ge: -1.9880 3.4803 0.7773
H: -1.6998 1.5239 -2.2828
H: -0.8149 -3.0037 0.7654
H: 0.2972 -5.9706 -2.4473
O: 0.3221 -0.7842 -1.8588
C: -0.6185 -5.0925 -0.0046
C: 0.7426 -4.1055 -3.3645
C: 3.3892 -0.5614 2.3569
C: -3.5871 1.5162 -3.7807
C: 0.7616 -2.7167 -3.2576
C: -3.6696 2.4016 0.9956
C: -5.8528 1.5385 0.3796
C: -1.7593 3.9164 -1.1436
H: -0.3953 -7.0806 -0.6862
C: 4.8670 -1.8033 -2.4651
C: -6.4067 -0.2461 -2.8653
C: -0.3434 3.8436 -3.1207
H: -7.2108 -0.2922 -3.5999
C: -1.8885 -5.5777 3.2527
H: 4.3739 -0.0938 2.3499
C: 2.7929 3.9799 -0.1749
H: -2.8979 2.3572 -3.7437
N: -0.6660 -6.4475 0.0450
C: 2.7482 1.8555 0.9775
H: -4.5979 7.1021 3.2367
H: -2.0720 -4.6465 3.7708
C: 3.9018 -2.5217 -1.7735
C: -1.2100 6.0938 1.7006
H: -3.8242 -0.7250 0.1423
H: -2.6990 8.6806 3.2950
C: -1.1575 -6.7973 1.2926
H: 3.5018 -1.6388 2.2381
C: -2.1362 -6.7956 3.8481
C: -3.4672 -1.7011 -1.7796
H: 0.1258 2.9204 -1.2309
H: 5.8703 0.0824 -2.6520
C: 3.3773 -0.5615 -0.4475
C: -2.5809 7.7064 2.8384
H: -5.2570 -1.9407 -3.5304
C: 0.3280 -2.1286 -2.0876
C: -2.3763 5.1149 -3.1625
C: -3.6467 6.8219 2.8023
H: -4.9904 -0.4897 -4.4589
N: -1.0413 -4.5397 1.1133
H: 3.3677 4.3978 3.1294
H: 1.1315 -2.1225 -4.0787
C: -4.8888 0.8902 2.4741
C: -0.1341 -2.9146 -1.0253
H: -2.9792 1.7502 2.9231
H: -0.2492 5.8081 1.2842

Löwdin population analysis, charges in e, atoms 1 to 4: atom 1 (H): 0.087, atom 2 (C): -0.278, atom 3 (H): 0.103, atom 4 (C): -0.151

# 4
ORCA calculation (ωB97M-V/def2-TZVPD) on a 12-piece molecular cluster, C52H54Cl4N10 overall.

The frontier orbital gap comes out at 0.3510 hartree. As for the SMILES: c1ccncc1.c1ccncc1.c1ccncc1.c1ccncc1.c1ccncc1.c1ccncc1.c1ccncc1.c1ccncc1.c1ccncc1.c1ccncc1.ClCCl.ClCCl. For the lowest unoccupied orbital energy, the calculation gives 0.32 eV. The molar mass comes out at 960.89 g/mol. For the total energy, the calculation gives -119786.5700 eV. The calculation puts the energy relative to the best compared isomer or geometry (same formula, charge and spin) at 2.9 kcal per mole.

Cartesian coordinates (Å):
H: -5.4630 3.3864 2.4324
C: 3.6298 -6.1598 0.5614
C: -2.5242 3.0167 3.9835
H: 0.6405 -3.5404 -3.3799
C: -1.4689 -3.2735 2.2061
N: -0.8512 2.3968 -3.5375
C: 5.0630 0.3785 1.6755
C: -0.3048 2.4680 -4.7937
H: -3.0304 -7.4264 0.7326
C: 4.1059 -0.1463 -0.5086
C: -4.4407 3.5943 2.7119
H: -2.2599 -0.4687 3.6401
H: 3.3694 0.0940 -1.2610
H: 1.7386 3.8597 5.4157
C: -2.4998 -1.8592 0.5359
C: 0.0438 0.8368 -0.9045
H: -2.0657 2.3129 4.6623
H: -6.4291 0.2692 -0.3356
C: 3.3886 3.9157 -0.0737
H: -0.0503 -0.5111 4.4428
C: 1.8733 4.6108 -2.3028
C: 0.4468 -6.7554 2.1294
H: -2.1174 5.9829 2.5047
H: -4.7209 1.4267 0.8749
H: -2.0703 -0.5709 -4.3543
H: 0.9656 1.2086 -1.3519
H: 1.1144 2.4785 7.1594
H: 1.3999 -6.5882 2.6090
C: 2.0975 4.4182 0.0673
C: 0.8196 1.2404 3.5425
C: 1.3403 -2.7319 -3.5317
C: -6.2184 1.2917 -0.6119
H: -0.0404 -1.2245 -3.0036
C: 1.3566 4.7802 -1.0552
N: 3.9128 3.7727 -1.3292
C: 3.1578 -5.5682 -0.5865
H: -4.1566 1.6693 3.6870
C: -1.5535 4.7331 -3.8348
C: 1.2718 2.5255 3.8162
H: -1.0385 -4.2018 2.5516
N: -3.9057 4.7890 2.2839
C: -0.0936 -5.9903 1.0527
C: 5.2282 -0.9512 -0.7343
C: -2.8455 -0.9978 -3.7179
H: 0.7205 0.8561 2.5380
C: -5.4500 3.6565 -1.6366
N: -1.4019 -6.2178 0.6277
H: -2.1233 5.5746 -3.4692
C: -4.7745 3.0721 -0.5532
C: 3.8100 -5.4292 1.7596
H: -0.7008 0.5633 -1.6521
H: 0.3594 5.1390 -0.8474
C: 6.1016 -0.4995 1.3297
H: 5.0604 0.9307 2.6037
C: 2.7479 -4.2200 -0.4509
H: 6.8727 -0.6442 2.0719
H: -2.3268 -8.6568 2.6973
H: -0.8452 5.7515 -5.5669
Cl: 0.4834 -0.6416 0.0480
C: 3.1024 -0.6061 -3.9580
H: -3.9496 3.5639 -0.0591
C: -0.8795 4.8258 -5.0117
C: 4.0557 0.5425 0.7364
C: -0.4083 -7.7017 2.7422
H: 1.5963 4.5459 1.0154
C: 3.4853 -1.8636 -4.3988
Cl: -3.1922 0.2838 -2.4630
H: 1.3142 4.8742 -3.1884
H: 0.0402 -8.3385 3.4904
H: 0.5775 -5.3228 0.5328
C: -2.6574 -0.8622 1.5287
H: 3.0449 -6.1685 -1.4771
C: -1.9486 -3.0667 0.9401
H: 2.8051 -3.9560 -4.6009
N: 6.1678 -1.2292 0.1838
C: -2.2085 -1.1724 2.8224
C: 3.1972 4.1267 -2.4374
H: -3.0290 0.0975 1.2011
H: 3.6487 4.0423 -3.4149
H: 4.3666 -2.0618 -4.9909
N: 3.4259 -4.1541 1.8886
H: -7.0991 3.2859 -3.0238
C: 2.9309 -3.5314 0.7760
N: -1.6011 -2.3355 3.1613
H: 3.2797 1.2666 0.9361
H: 2.3194 -3.6368 -1.2525
N: -6.9319 1.8050 -1.6705
C: 2.5904 -2.9715 -4.2121
Cl: -2.3612 -2.6321 -3.1031
H: 0.0092 1.5085 -5.1771
H: 4.2395 -5.9502 2.6026
C: -0.2454 3.6592 -5.5183
C: 1.2830 2.9224 5.1325
H: -1.8774 -3.8531 0.2033
C: -1.6464 -7.9128 2.3101
C: -2.6055 5.0601 2.7813
H: 5.4435 -1.5122 -1.6317
C: 0.9181 2.1035 6.1658
C: -2.0775 -7.2412 1.2061
H: 3.9409 -7.1940 0.5637
H: -2.8729 -1.5883 -0.4407
H: 1.5369 3.2555 3.0657
H: 2.5220 -2.5334 0.8312
H: 0.1938 3.6647 -6.5050
C: -1.4309 3.5443 -3.1060
C: -5.1952 1.8943 0.0248
H: -3.7040 -1.1353 -4.3753
C: 0.3264 0.4868 4.6123
N: 0.4243 0.8406 5.9086
C: -6.4632 2.8985 -2.2416
H: -5.1647 4.6292 -2.0091
H: 3.7437 0.2548 -4.0763
C: -1.9021 4.2183 3.6339
C: 1.0074 -1.4046 -3.1934
N: 1.8662 -0.4302 -3.4434
Cl: -0.6575 2.0634 0.2622
H: 3.9925 3.7367 0.8037
C: -3.7436 2.6498 3.5015
H: -0.9405 4.5358 4.0094
H: -1.9511 3.4546 -2.1638

Löwdin population analysis, charges in e, atoms 1 to 4: atom 1 (H): 0.097, atom 2 (C): -0.096, atom 3 (C): -0.088, atom 4 (H): 0.083